19
Properties=species:S:1:pos:R:3:forces:R:3:mulliken_charge:R:1 method="wB97M-V/def2-TZVPD" lumo_energy_ev=1.0 smiles="C=CC.CCN" max_force_ha_per_bohr=0.0895 charge=0 energy_ha=-252.96934 relative_energy_kj_mol=246.1
C -1.521 -1.469 1.507 -1.311 -0.708 -2.164 -0.97
C -2.133 -1.373 0.326 1.662 -0.189 -1.393 0.21
C -2.892 -0.248 -0.278 -0.123 0.414 -0.220 -0.95
H -0.972 -2.291 1.806 1.372 -1.958 -0.302 0.31
H -1.648 -0.927 2.358 -0.926 2.477 1.859 0.33
H -1.813 -2.023 -0.523 -0.237 -0.320 1.159 0.23
H -2.287 0.225 -1.081 -0.050 -0.133 0.586 0.21
H -3.782 -0.585 -0.836 0.068 0.067 0.607 0.32
H -3.113 0.483 0.489 -0.426 0.360 -0.133 0.31
C 2.530 0.392 0.583 1.631 2.777 -2.556 -1.10
C 1.379 0.765 -0.395 4.178 -0.727 -1.786 -0.16
N 1.940 1.172 -1.718 -1.066 -1.979 0.859 -0.60
H 3.358 -0.201 0.083 -1.304 0.276 0.521 0.32
H 3.074 1.410 0.828 -1.127 -1.956 0.044 0.26
H 2.131 -0.080 1.421 -0.267 -0.739 1.626 0.37
H 0.797 -0.018 -0.704 -1.891 -2.243 0.388 0.26
H 0.862 1.578 -0.098 -2.103 2.268 1.907 0.30
H 1.245 1.696 -2.206 0.514 0.819 -0.456 0.20
H 2.845 1.492 -1.562 1.406 1.495 -0.545 0.17